Computed, not measured: the molecule C20H18ClF2N5O at a distorted geometry, with ωB97M-V with the def2-TZVPD basis set.

## Properties
- HOMO energy: -7.567 eV
- LUMO energy: 0.0145 hartree
- Gap between HOMO and LUMO: 7.961 eV
- SMILES string: CN(C)c1ccc([C@H]2C=C(c3ccc(Cl)cc3OC(F)F)Nc3ncnn32)cc1
- Strongest force on any atom: 1.6 eV/Å

```
! wB97M-V def2-TZVPD RIJCOSX def2/J DEFGRID3
* xyz 0 1
C 2.386 5.223 -2.039
N 2.010 3.853 -2.293
C 2.614 3.188 -3.422
C 1.440 3.109 -1.288
C 1.273 1.721 -1.405
C 0.665 0.988 -0.408
C 0.195 1.598 0.746
C -0.430 0.775 1.854
C -1.403 -0.237 1.316
C -1.226 -1.566 1.384
C -2.186 -2.513 0.797
C -3.556 -2.253 0.855
C -4.484 -3.111 0.303
C -4.052 -4.270 -0.325
Cl -5.196 -5.358 -1.013
C -2.701 -4.565 -0.400
C -1.784 -3.691 0.160
O -0.413 -4.021 0.087
C 0.203 -3.760 -1.071
F -0.322 -4.444 -2.118
F 0.102 -2.456 -1.429
N -0.120 -2.107 2.022
C 0.768 -1.271 2.621
N 1.841 -1.583 3.321
C 2.310 -0.369 3.691
N 1.599 0.644 3.268
N 0.601 0.063 2.579
C 0.362 2.969 0.878
C 0.969 3.712 -0.112
H 1.501 5.832 -1.840
H 2.881 5.631 -2.917
H 3.070 5.310 -1.186
H 1.874 2.572 -3.937
H 2.974 3.933 -4.128
H 3.458 2.552 -3.129
H 1.624 1.196 -2.278
H 0.554 -0.079 -0.535
H -0.932 1.459 2.557
H -2.245 0.172 0.784
H -3.892 -1.359 1.357
H -5.538 -2.890 0.361
H -2.357 -5.461 -0.892
H 1.268 -4.021 -0.983
H 0.009 -3.101 2.103
H 3.191 -0.251 4.287
H 0.019 3.465 1.775
H 1.076 4.773 0.040
*
```